Entry 1:
A molecular structure, C30H39Br3CaN4O in a non-equilibrium geometry. Source: the Open Molecules 2025 dataset; level of theory: wB97M-V/def2-TZVPD.

**E_tot**: -9860.08522 a.u.
**HOMO-LUMO gap**: 6.278 eV
**Strongest force on any atom**: 2.4 eV/Å

Geometry as ORCA input:
```
! RIJCOSX wB97M-V def2-TZVPD def2/J DEFGRID3
* xyz 2 1
Ca 1.33 0.56 -0.85
C -0.85 -2.26 5.85
C -1.45 -3.01 4.66
C -0.95 -4.46 4.70
C -2.98 -2.98 4.79
C -1.05 -2.38 3.33
C -0.20 -1.29 3.24
C 0.07 -0.78 1.98
Br 1.30 0.73 1.90
C -0.44 -1.24 0.76
O -0.15 -0.59 -0.35
C -1.25 -2.40 0.86
C -1.53 -2.90 2.13
C -1.85 -3.17 -0.33
C -1.47 -2.64 -1.72
C -1.37 -4.63 -0.27
C -3.38 -3.15 -0.23
H -1.19 -2.73 6.77
H -1.18 -1.21 5.87
H 0.24 -2.28 5.84
H -1.20 -4.91 5.67
H 0.13 -4.51 4.57
H -1.42 -5.07 3.92
H -3.27 -3.40 5.75
H -3.46 -3.57 4.01
H -3.35 -1.96 4.73
H 0.26 -0.84 4.11
H -2.17 -3.77 2.18
H -0.39 -2.65 -1.87
H -1.84 -1.62 -1.87
H -1.93 -3.28 -2.47
H -0.28 -4.69 -0.35
H -1.80 -5.19 -1.11
H -1.67 -5.13 0.65
H -3.76 -2.13 -0.27
H -3.73 -3.61 0.70
H -3.81 -3.71 -1.06
Br 2.74 0.99 -7.59
C 2.33 0.88 -5.77
C 1.02 0.70 -5.35
C 0.79 0.62 -3.99
N 1.75 0.72 -3.07
C 3.02 0.86 -3.48
C 3.35 0.95 -4.82
C 4.05 0.91 -2.40
C 5.41 0.96 -2.66
C 6.30 0.98 -1.60
Br 8.15 1.03 -1.93
C 5.82 0.95 -0.30
C 4.45 0.90 -0.13
N 3.57 0.88 -1.14
H 0.22 0.61 -6.07
H -0.22 0.45 -3.61
H 4.37 1.07 -5.16
H 5.79 0.99 -3.67
H 6.49 0.96 0.55
H 4.03 0.87 0.87
C -0.31 5.40 -1.16
C 0.58 4.13 -1.11
N -0.21 2.97 -0.69
C -1.31 2.75 -1.63
C -2.25 3.98 -1.67
N -1.69 5.00 -0.73
C -1.67 4.45 0.66
C -0.75 3.20 0.65
H -0.38 5.82 -2.16
H 0.04 6.18 -0.48
H 1.40 4.27 -0.40
H 1.01 3.94 -2.09
H -1.85 1.85 -1.33
H -0.90 2.57 -2.62
H -3.26 3.73 -1.33
H -2.32 4.42 -2.66
H -2.29 5.83 -0.75
H -2.69 4.21 0.95
H -1.29 5.23 1.33
H -1.31 2.32 0.96
H 0.07 3.33 1.35
*
```

Results of the Mulliken charge analysis, in e, for atoms 1 through 4: Ca 2.109; C -2.098; C 1.774; C -1.603

Entry 2:
2 unconnected molecules or ions with the total composition C2H8N2 in a non-equilibrium geometry. Source: the Open Molecules 2025 dataset; level of theory: wB97M-V/def2-TZVPD.

**E_tot**: -190.46921 a.u.
**HOMO-LUMO gap**: 9.988 eV
**Strongest force on any atom**: 5.2 eV/Å

Geometry as ORCA input:
```
! RIJCOSX wB97M-V def2-TZVPD def2/J DEFGRID3
* xyz 0 1
H -2.63 -1.13 -1.45
N -2.48 -0.39 -0.68
C -1.63 -1.09 0.08
N -1.04 -0.36 1.06
H -1.08 -1.96 -0.20
H -0.54 -0.78 1.85
H -1.39 0.61 1.02
C 2.15 0.95 -0.33
H 1.29 1.06 0.36
H 1.78 1.23 -1.36
H 2.79 1.80 -0.04
H 2.78 0.06 -0.31
*
```

Results of the Mulliken charge analysis, in e, for atoms 1 through 4: H 0.226; N -0.657; C 0.097; N -0.436

Respective relative energy (zero: lowest compared OMol25 entry of this formula, charge and spin) values: 16.0; 18.6 kcal/mol.